No. 1
DFT (ωB97M-V/def2-TZVPD) results for C27H30IrN3O4S5Se4 as an isolated structure.

Calculated values
Orbital gap (alpha / beta), eV: 6.976 / 5.072
Energy above the lowest of the compared OMol25 structures with the same formula, charge and spin, kcal per mole: 8.5
Maximum force, eV Å⁻¹: 0.80
2S+1: 6
Total charge: -1

Atoms and positions in Å:
1 Ir 1.8847 0.8924 0.3446
2 Se 3.7995 -0.3793 1.0113
3 Se 5.0859 0.5188 2.5794
4 Se 3.7722 3.9893 0.9578
5 Se 3.3673 2.5957 -0.6939
6 C -6.9173 3.6911 -4.6819
7 C -5.5466 3.1342 -4.9898
8 C -5.0596 3.2170 -6.2932
9 C -3.7983 2.7352 -6.6027
10 C -3.0126 2.1485 -5.6254
11 C -3.4838 2.0512 -4.3140
12 N -2.7233 1.5211 -3.2707
13 C -1.5336 0.8134 -3.3817
14 C -1.3723 -0.1347 -4.4011
15 C -0.1968 -0.8460 -4.5395
16 C 0.8564 -0.6301 -3.6627
17 C 0.6827 0.2651 -2.6249
18 C -0.5006 0.9751 -2.4243
19 C -0.6725 1.8806 -1.2128
20 O -1.7355 2.4893 -1.0479
21 O 0.3004 2.0178 -0.3718
22 C -4.7588 2.5580 -3.9913
23 C -5.2089 2.4845 -2.5532
24 H -7.3553 4.1285 -5.5788
25 H -6.8642 4.4683 -3.9154
26 H -7.5920 2.9133 -4.3158
27 H -5.6676 3.6813 -7.0627
28 H -3.4127 2.8427 -7.6103
29 H -2.0170 1.8032 -5.8675
30 H -2.7686 2.0091 -2.3776
31 H -2.2010 -0.3169 -5.0722
32 H -0.1043 -1.5771 -5.3347
33 H 1.7949 -1.1612 -3.7686
34 H 1.5117 0.4079 -1.9472
35 H -5.1304 1.4597 -2.1804
36 H -6.2353 2.8218 -2.4277
37 H -4.5711 3.1039 -1.9144
38 C 3.9441 -3.5244 3.3044
39 S 4.7302 -3.8218 1.6975
40 C 3.3524 -4.0787 0.6614
41 C 3.1607 -3.4482 -0.5304
42 S 4.0693 -2.1665 -1.2182
43 S 1.7701 -4.0315 -1.4423
44 C 1.2342 -5.2515 -0.3469
45 S -0.0579 -6.2299 -0.6071
46 S 2.2008 -5.3213 1.0847
47 H 4.7342 -3.1031 3.9260
48 H 3.5730 -4.4522 3.7386
49 H 3.1442 -2.7958 3.1807
50 N 1.5736 1.6361 2.4081
51 C 1.7072 1.2522 3.4897
52 N 1.8578 0.8185 4.7140
53 C 0.9231 -0.1608 5.2773
54 C 1.6763 -1.4075 5.7170
55 C 2.8314 -1.0389 6.6550
56 C 3.7678 -0.0427 5.9695
57 C 2.9981 1.2029 5.5482
58 H 0.1824 -0.4044 4.5191
59 H 0.4178 0.2962 6.1355
60 H 2.0678 -1.9124 4.8292
61 H 0.9806 -2.0880 6.2126
62 H 3.3792 -1.9384 6.9420
63 H 2.4275 -0.5906 7.5709
64 H 4.2085 -0.4968 5.0786
65 H 4.5855 0.2481 6.6339
66 H 3.6326 1.8865 4.9902
67 H 2.6079 1.7144 6.4353
68 C -0.4815 -2.6692 1.1636
69 C 0.5492 -1.5802 1.3655
70 O 1.0517 -1.3930 2.4760
71 O 0.7934 -0.9021 0.2753
72 H -0.6422 -3.2058 2.0949
73 H -0.1527 -3.3597 0.3865
74 H -1.4142 -2.2124 0.8268

From a Löwdin analysis of the wavefunction, the atomic charges in e read:
1 Ir 0.792
2 Se 0.014
3 Se 0.082
4 Se 0.031
5 Se 0.027
6 C -0.062
7 C -0.241
8 C -0.080
9 C -0.097
10 C -0.037
11 C -0.188
12 N 0.098
13 C -0.174
14 C -0.043
15 C -0.083
16 C -0.088
17 C -0.054
18 C -0.042
19 C -0.538
20 O 0.030
21 O -0.257
22 C -0.164
23 C -0.032
24 H 0.067
25 H 0.080
26 H 0.080
27 H 0.097
28 H 0.097
29 H 0.102
30 H 0.083
31 H 0.110
32 H 0.101
33 H 0.092
34 H 0.037
35 H 0.090
36 H 0.060
37 H 0.089
38 C -0.396
39 S 0.815
40 C -0.998
41 C -1.141
42 S 0.551
43 S 0.901
44 C -1.532
45 S 0.524
46 S 0.915
47 H 0.034
48 H 0.031
49 H 0.006
50 N 0.071
51 C -0.266
52 N -0.065
53 C -0.136
54 C -0.170
55 C -0.197
56 C -0.199
57 C -0.153
58 H 0.116
59 H 0.125
60 H 0.088
61 H 0.115
62 H 0.106
63 H 0.109
64 H 0.047
65 H 0.114
66 H 0.102
67 H 0.125
68 C 0.006
69 C -0.662
70 O -0.031
71 O -0.228
72 H 0.084
73 H 0.019
74 H 0.092


No. 2
DFT (ωB97M-V/def2-TZVPD) results for a 2-piece molecular cluster, C27H30N2O5 overall at a distorted geometry.

Calculated values
Orbital gap, eV: 3.465
Energy above the lowest of the compared OMol25 structures with the same formula, charge and spin, kcal per mole: 127.2
Maximum force, eV Å⁻¹: 4.21

Atoms and positions in Å:
1 C -3.8021 -0.7735 1.7825
2 C -2.6994 0.2304 1.9873
3 O -1.5241 -0.5363 2.3006
4 C -0.4225 0.2198 2.5465
5 C 0.7747 -0.6449 2.6032
6 C 0.5528 -2.0739 2.3182
7 C 2.1036 -0.1089 2.4599
8 C 3.2415 -1.0210 2.0302
9 O 2.3958 1.0811 2.6857
10 O -0.5233 1.4385 2.6579
11 H -4.7615 -0.2738 1.6590
12 H -3.6109 -1.3675 0.8828
13 H -3.8587 -1.4524 2.6392
14 H -2.4992 0.8004 1.0728
15 H -2.9243 0.9317 2.8013
16 H -0.5126 -2.2935 2.4231
17 H 0.8887 -2.3038 1.2934
18 H 1.1244 -2.7158 2.9983
19 H 2.9664 -2.0754 1.9855
20 H 3.6071 -0.7139 1.0414
21 H 4.0835 -0.9207 2.7250
22 C 7.1105 -4.3440 10.3963
23 O 5.8387 -4.9425 10.0814
24 C 4.7137 -4.1767 10.1071
25 C 3.4775 -4.8595 9.9846
26 C 2.2818 -4.1548 10.0345
27 C 2.2925 -2.7562 10.0456
28 N 1.0588 -2.0839 10.0454
29 C 0.7624 -0.9065 9.3902
30 C 1.3223 -0.5968 8.0675
31 C 1.1243 0.7776 7.5859
32 C 1.0497 1.0996 6.2669
33 C 0.7376 2.4553 5.8546
34 C 0.8027 2.7898 4.4887
35 C 0.3385 4.0014 4.0014
36 C -0.0804 4.9883 4.9023
37 C -0.0153 4.7414 6.2836
38 C 0.4038 3.4954 6.7626
39 O 1.8632 -1.4857 7.3805
40 N -0.5272 -0.6186 9.7130
41 C -1.3216 0.5068 9.2785
42 C -1.0147 -1.5560 10.6142
43 C -0.0418 -2.4681 10.8119
44 C 3.5058 -2.0642 10.1411
45 C 4.7120 -2.7646 10.2278
46 H 7.8077 -5.1758 10.3216
47 H 7.3811 -3.5630 9.6758
48 H 7.1235 -3.9341 11.4142
49 H 3.4767 -5.9402 9.8741
50 H 1.3297 -4.6867 10.0222
51 H 1.1203 1.5382 8.3716
52 H 1.2394 0.3656 5.4761
53 H 1.2503 2.0575 3.8230
54 H 0.3182 4.1554 2.9233
55 H -0.4166 5.9552 4.5248
56 H -0.2872 5.5239 6.9925
57 H 0.5022 3.3317 7.8383
58 H -2.3570 0.2931 9.5625
59 H -1.0136 1.4339 9.7787
60 H -1.2663 0.6593 8.1969
61 H -2.0217 -1.5127 10.9853
62 H -0.0359 -3.3658 11.3999
63 H 3.5206 -0.9731 10.1857
64 H 5.6510 -2.2304 10.3827

From a Löwdin analysis of the wavefunction, the atomic charges in e read:
1 C -0.085
2 C -0.243
3 O -0.078
4 C -0.456
5 C -0.182
6 C -0.120
7 C -0.466
8 C -0.034
9 O -0.065
10 O 0.023
11 H 0.068
12 H 0.077
13 H 0.076
14 H 0.125
15 H 0.118
16 H 0.069
17 H 0.079
18 H 0.068
19 H 0.047
20 H 0.082
21 H 0.075
22 C -0.056
23 O -0.082
24 C -0.250
25 C 0.024
26 C -0.003
27 C -0.218
28 N 0.059
29 C -0.067
30 C -0.322
31 C -0.063
32 C 0.055
33 C -0.193
34 C -0.014
35 C -0.044
36 C -0.071
37 C -0.097
38 C -0.045
39 O 0.105
40 N -0.034
41 C 0.010
42 C 0.009
43 C 0.025
44 C 0.010
45 C 0.011
46 H 0.094
47 H 0.095
48 H 0.099
49 H 0.125
50 H 0.120
51 H 0.101
52 H 0.139
53 H 0.067
54 H 0.118
55 H 0.101
56 H 0.094
57 H 0.089
58 H 0.102
59 H 0.112
60 H 0.105
61 H 0.135
62 H 0.135
63 H 0.129
64 H 0.111


No. 3
DFT (ωB97M-V/def2-TZVPD) results for one molecule with the formula C27H30N4O6.

Calculated values
Structure (SMILES): CC(C)[C@H](NC(=O)[C@H](Cc1ccccc1)n1c(=O)[nH]c2ccccc2c1=O)C(=O)N1CCC[C@H]1C(=O)O
Orbital gap, eV: 9.156
Energy above the lowest of the compared OMol25 structures with the same formula, charge and spin, kcal per mole: 0.0
Maximum force, eV Å⁻¹: 0.63

Atoms and positions in Å:
1 C 1.1344 0.9285 -3.5866
2 C 2.2811 0.4057 -2.7279
3 C 3.1208 -0.6042 -3.5062
4 C 1.7429 -0.2600 -1.4461
5 N 0.8509 0.6258 -0.7267
6 C -0.4574 0.3709 -0.5964
7 O -1.0215 -0.5721 -1.1193
8 C -1.2320 1.4249 0.2125
9 C -0.6883 1.6606 1.6319
10 C 0.5053 2.5761 1.6140
11 C 1.7730 2.0895 1.9165
12 C 2.8760 2.9252 1.8693
13 C 2.7221 4.2575 1.5265
14 C 1.4615 4.7529 1.2353
15 C 0.3598 3.9173 1.2772
16 N -2.6379 1.0279 0.2058
17 C -3.4893 1.8299 -0.5405
18 O -3.1465 2.8852 -1.0227
19 N -4.7716 1.3735 -0.6798
20 C -5.2296 0.1629 -0.2219
21 C -6.5319 -0.2685 -0.4660
22 C -6.9466 -1.4913 0.0193
23 C -6.0783 -2.2966 0.7498
24 C -4.7904 -1.8737 0.9956
25 C -4.3533 -0.6394 0.5138
26 C -2.9853 -0.1854 0.7688
27 O -2.2086 -0.8140 1.4680
28 C 2.9243 -0.5956 -0.5248
29 O 3.8160 0.2131 -0.3417
30 N 2.9590 -1.8249 0.0291
31 C 4.0422 -2.1607 0.9474
32 C 3.4474 -3.2160 1.8720
33 C 2.4370 -3.9153 0.9664
34 C 1.8498 -2.7480 0.1622
35 C 0.7183 -2.0802 0.9541
36 O 0.9014 -1.1026 1.6333
37 O -0.4318 -2.6977 0.8185
38 H 1.5220 1.3504 -4.5108
39 H 0.4484 0.1211 -3.8339
40 H 0.5763 1.7017 -3.0645
41 H 2.9216 1.2393 -2.4229
42 H 3.5250 -0.1434 -4.4041
43 H 3.9512 -0.9584 -2.9003
44 H 2.5131 -1.4576 -3.8016
45 H 1.1574 -1.1421 -1.7159
46 H 1.2800 1.3870 -0.2182
47 H -1.1924 2.3673 -0.3477
48 H -1.4886 2.1179 2.2203
49 H -0.4220 0.7077 2.0873
50 H 1.8892 1.0492 2.1800
51 H 3.8558 2.5310 2.0906
52 H 3.5815 4.9102 1.4873
53 H 1.3363 5.7934 0.9732
54 H -0.6215 4.3086 1.0475
55 H -5.3846 1.9630 -1.2274
56 H -7.2033 0.3573 -1.0350
57 H -7.9552 -1.8251 -0.1717
58 H -6.4158 -3.2511 1.1219
59 H -4.0966 -2.4777 1.5592
60 H 4.3728 -1.2588 1.4649
61 H 4.8851 -2.5590 0.3720
62 H 4.2006 -3.8945 2.2660
63 H 2.9316 -2.7357 2.7035
64 H 1.6675 -4.4570 1.5128
65 H 2.9444 -4.6059 0.2917
66 H 1.4561 -3.0789 -0.8024
67 H -1.1588 -2.1416 1.1974

From a Löwdin analysis of the wavefunction, the atomic charges in e read:
1 C -0.058
2 C -0.366
3 C -0.055
4 C -0.187
5 N 0.154
6 C -0.417
7 O 0.090
8 C -0.135
9 C -0.071
10 C -0.239
11 C -0.052
12 C -0.069
13 C -0.088
14 C -0.080
15 C -0.040
16 N 0.121
17 C -0.445
18 O 0.094
19 N 0.182
20 C -0.173
21 C -0.013
22 C -0.068
23 C -0.074
24 C 0.005
25 C -0.052
26 C -0.320
27 O 0.073
28 C -0.415
29 O 0.078
30 N 0.006
31 C -0.120
32 C -0.146
33 C -0.106
34 C -0.179
35 C -0.493
36 O 0.117
37 O 0.133
38 H 0.078
39 H 0.085
40 H 0.074
41 H 0.140
42 H 0.080
43 H 0.077
44 H 0.085
45 H 0.145
46 H 0.135
47 H 0.147
48 H 0.138
49 H 0.099
50 H 0.105
51 H 0.106
52 H 0.100
53 H 0.101
54 H 0.118
55 H 0.168
56 H 0.113
57 H 0.108
58 H 0.104
59 H 0.123
60 H 0.124
61 H 0.130
62 H 0.113
63 H 0.115
64 H 0.123
65 H 0.122
66 H 0.159
67 H 0.094